A molecular structure, C25H38N10O7S2Ti. Source: the Open Molecules 2025 dataset; level of theory: ωB97M-V with the def2-TZVPD basis set.

Properties
Energy relative to the best compared isomer or geometry (same formula, charge and spin) in kcal/mol: 2.8

Cartesian coordinates (Å):
1 Ti -0.01 0.06 0.14
2 S 3.45 0.91 0.15
3 S -2.91 -2.75 0.83
4 O -0.12 -0.51 3.06
5 O 0.29 0.50 -2.25
6 O -1.80 0.15 -0.57
7 O -0.42 -2.38 -1.68
8 O 4.15 1.31 1.33
9 O -0.68 2.82 -1.46
10 O 3.79 1.55 -1.11
11 N -2.94 -0.69 2.63
12 N 0.22 -1.81 -0.55
13 N 1.86 3.16 1.43
14 N 4.15 -4.92 -0.47
15 N 0.16 -0.93 1.82
16 N -3.35 0.48 -2.11
17 N 1.84 0.99 0.36
18 N -0.10 1.81 1.25
19 N -4.86 -1.70 2.36
20 N 1.12 4.03 -2.16
21 C 3.67 -0.80 -0.06
22 C 0.73 -2.16 1.69
23 C -5.12 -0.85 3.52
24 C -3.55 -1.69 1.98
25 C -3.75 0.38 -3.51
26 C -0.20 3.85 2.41
27 C 1.14 4.03 2.12
28 C 0.64 5.25 -1.52
29 C 3.40 -2.79 -1.36
30 C 4.47 -2.88 0.80
31 C -1.02 0.40 -2.82
32 C 3.22 -1.43 -1.22
33 C 4.29 -1.52 0.94
34 C -3.82 -0.03 3.59
35 C 0.71 -4.18 0.18
36 C 0.40 2.90 -2.03
37 C -2.09 0.34 -1.75
38 C -4.41 0.24 -1.12
39 C 1.24 2.04 1.05
40 C 1.25 -2.90 2.88
41 C -0.78 2.71 1.92
42 C 1.00 1.66 -2.67
43 C 0.63 -2.71 0.41
44 C 4.03 -3.53 -0.36
45 C 2.47 4.03 -2.74
46 H 4.06 -5.30 -1.40
47 H 2.03 1.50 -2.37
48 H 2.45 3.86 -3.81
49 H 1.58 -4.61 0.69
50 H 4.85 -5.36 0.09
51 H -1.08 -0.54 -3.37
52 H 4.95 -3.46 1.58
53 H 0.96 1.76 -3.76
54 H -5.23 0.93 -1.32
55 H -0.18 -4.67 0.58
56 H 2.18 -3.42 2.64
57 H 2.90 5.01 -2.56
58 H 4.63 -1.01 1.84
59 H -0.77 4.58 2.98
60 H -1.89 -0.67 2.81
61 H 3.11 3.29 -2.26
62 H 1.24 5.48 -0.63
63 H -3.80 -0.66 -3.84
64 H 0.72 6.09 -2.22
65 H -5.28 -1.44 4.42
66 H -4.73 0.82 -3.62
67 H -3.07 0.92 -4.16
68 H 3.05 -3.30 -2.26
69 H -1.83 2.49 2.06
70 H -5.41 -2.50 2.12
71 H 0.52 -3.63 3.24
72 H -1.21 -2.80 -1.29
73 H -3.38 -0.02 4.59
74 H -4.03 0.41 -0.12
75 H 1.67 4.92 2.45
76 H -4.77 -0.79 -1.17
77 H 1.43 -2.18 3.68
78 H 0.78 -4.41 -0.88
79 H -0.39 5.13 -1.23
80 H 2.73 -0.87 -2.00
81 H -4.00 1.01 3.30
82 H -1.21 1.23 -3.49
83 H -5.99 -0.22 3.36

---

3 unconnected molecules or ions with the total composition C25H39F16N5O5. Source: the Open Molecules 2025 dataset; level of theory: ωB97M-V with the def2-TZVPD basis set.

Properties
Structure (SMILES): [H]/N=C(/N)NCCCCN[C@@](C=C)(COCCOC)N(C)C(C)=O.FC(F)C(F)(F)COC(F)(F)C(F)F.FC(F)C(F)(F)COC(F)(F)C(F)F
Energy relative to the best compared isomer or geometry (same formula, charge and spin) in kcal/mol: 0.0

Cartesian coordinates (Å):
1 F 3.09 0.07 -2.66
2 F 1.81 2.24 -6.51
3 F -7.35 -0.72 -1.92
4 F -7.22 1.65 -3.25
5 F -0.15 0.52 -5.39
6 F -6.11 0.71 -5.51
7 F 0.19 3.59 -7.04
8 F 0.79 1.46 -2.83
9 F 2.49 0.36 -4.74
10 F -5.59 -0.66 -3.21
11 F -4.46 1.02 -6.91
12 F -6.87 1.83 -1.12
13 F 2.49 2.58 -2.03
14 F -3.55 0.96 -4.38
15 F -0.38 0.97 -7.51
16 F -3.38 2.90 -5.38
17 O 5.65 -0.83 5.43
18 O 0.54 3.19 -4.91
19 O -5.14 2.00 -2.45
20 O 5.09 -2.54 0.41
21 O 4.67 0.62 3.35
22 N 3.25 -1.18 0.46
23 N -3.68 -2.25 2.94
24 N -5.34 -0.50 2.88
25 N 2.04 -1.07 2.56
26 N -5.47 -2.18 4.46
27 C -0.12 -1.46 3.64
28 C 4.28 -0.51 5.51
29 C 2.95 0.98 -3.64
30 C 0.57 2.64 -6.16
31 C 3.18 -3.65 1.22
32 C 2.01 -1.43 -0.28
33 C 1.70 3.24 -4.10
34 C -4.87 2.76 -3.61
35 C -6.34 1.37 -2.27
36 C 3.03 -0.39 1.72
37 C -2.50 -1.40 2.73
38 C 3.92 -2.44 0.68
39 C 0.72 -0.49 2.80
40 C 5.92 -2.20 5.48
41 C -0.44 1.50 -6.27
42 C -4.85 -1.57 3.36
43 C 3.92 0.62 4.54
44 C 1.95 2.05 -3.17
45 C -5.20 1.60 -5.94
46 C 2.59 0.99 1.28
47 C 4.40 -0.42 2.45
48 C -6.15 -0.14 -2.10
49 C 2.47 2.09 2.03
50 C -4.26 2.02 -4.81
51 C -1.19 -2.20 2.82
52 H 2.36 1.08 0.23
53 H -5.72 3.37 -3.91
54 H 3.67 -3.93 2.15
55 H 0.78 0.46 3.35
56 H 1.52 4.08 -3.42
57 H 3.98 -0.23 6.53
58 H -2.54 -0.57 3.44
59 H 1.65 2.78 1.89
60 H -4.76 -0.17 2.12
61 H -1.45 1.86 -6.08
62 H 2.59 3.49 -4.67
63 H -5.71 2.47 -6.36
64 H 5.18 -0.36 1.69
65 H -5.51 -0.34 -1.24
66 H 2.44 -1.37 3.43
67 H -3.85 -2.85 2.15
68 H 3.20 2.34 2.80
69 H 0.22 -0.28 1.85
70 H 1.51 -0.52 -0.57
71 H 3.93 1.42 -3.85
72 H 0.54 -2.17 4.14
73 H 4.14 1.58 5.02
74 H 4.52 -1.38 2.97
75 H 3.69 -1.40 5.26
76 H 5.71 -2.63 6.47
77 H 6.97 -2.35 5.27
78 H -5.61 -3.17 4.28
79 H 3.29 -4.48 0.53
80 H -2.54 -0.94 1.73
81 H 2.84 0.62 4.37
82 H -4.09 3.46 -3.30
83 H -1.42 -3.16 3.29
84 H -0.81 -2.34 1.81
85 H -6.39 -1.76 4.57
86 H 5.34 -2.76 4.74
87 H 2.14 -3.46 1.44
88 H 1.29 -2.08 0.24
89 H -0.62 -0.89 4.43
90 H 2.28 -1.94 -1.20

---

A molecular structure, C25H39N13S3Ti. Source: the Open Molecules 2025 dataset; level of theory: ωB97M-V with the def2-TZVPD basis set.

Properties
Charge: +3
2S+1: 2
Energy relative to the best compared isomer or geometry (same formula, charge and spin) in kcal/mol: 0.0
Expectation value of S²: 0.7537

Cartesian coordinates (Å):
1 Ti 0.18 0.52 -0.23
2 S 0.13 3.01 -0.36
3 S -1.86 4.96 4.62
4 S -1.43 4.54 1.76
5 N 1.48 0.83 -2.10
6 N -1.77 -0.84 -0.28
7 N 1.29 -2.39 -1.91
8 N 2.14 0.98 0.78
9 N 0.40 3.94 3.39
10 N 0.82 -1.56 0.22
11 N -1.42 1.22 -2.18
12 N 2.43 -4.93 1.69
13 N -0.30 0.22 1.96
14 N -4.18 2.75 1.04
15 N 1.22 -3.01 2.05
16 N 1.86 -3.68 -0.14
17 N 0.83 3.48 2.17
18 C 0.08 -0.98 2.46
19 C 1.33 -2.56 -0.58
20 C 3.14 3.27 6.54
21 C -0.10 -1.33 3.79
22 C 1.07 4.24 5.76
23 C 1.31 3.72 4.49
24 C -1.04 0.82 4.17
25 C -0.03 3.67 1.24
26 C 3.38 2.77 5.27
27 C 2.94 0.47 -2.20
28 C 1.84 -3.86 1.18
29 C -3.44 -0.19 -1.98
30 C 3.46 0.51 0.28
31 C -3.22 -0.62 -0.54
32 C -0.67 -0.41 4.66
33 C -2.91 1.21 -2.24
34 C -3.54 2.21 -1.28
35 C -0.84 1.09 2.82
36 C 2.47 2.99 4.24
37 C -3.37 1.81 0.18
38 C 3.77 1.08 -1.09
39 C 0.75 -1.92 1.53
40 C -0.87 4.47 3.43
41 C -3.83 0.38 0.45
42 C 1.99 4.00 6.77
43 H 2.16 2.00 0.80
44 H -4.12 2.52 2.04
45 H 3.68 2.17 -1.08
46 H 3.31 0.80 -3.17
47 H 1.59 -3.17 -2.48
48 H -3.84 3.72 0.96
49 H 3.45 -0.58 0.25
50 H 1.05 0.48 -2.96
51 H 2.40 -5.10 2.68
52 H -3.22 1.51 -3.25
53 H 2.89 -5.59 1.08
54 H -1.68 -1.35 0.59
55 H -1.13 2.04 2.42
56 H 4.28 2.21 5.07
57 H -1.12 2.18 -2.29
58 H -1.47 -1.52 -0.98
59 H -3.73 -1.57 -0.38
60 H -2.99 -0.91 -2.66
61 H 2.06 0.72 1.76
62 H -4.61 2.23 -1.51
63 H 2.69 2.62 3.26
64 H 3.85 3.10 7.34
65 H -3.61 0.09 1.48
66 H 0.22 -2.30 4.12
67 H 4.82 0.86 -1.32
68 H -1.47 1.59 4.81
69 H 1.43 1.84 -2.19
70 H 1.80 4.42 7.75
71 H 3.02 -0.62 -2.16
72 H 0.20 4.83 5.96
73 H -4.52 -0.21 -2.19
74 H 4.24 0.80 0.99
75 H -1.12 0.74 -3.03
76 H -5.17 2.74 0.78
77 H -4.91 0.32 0.32
78 H -2.33 1.96 0.49
79 H -0.82 -0.66 5.71
80 H 0.72 -1.68 -2.33
81 H -3.15 3.22 -1.45

---

3 unconnected molecules or ions with the total composition C25H40BBrF16N5O9S. Source: the Open Molecules 2025 dataset; level of theory: ωB97M-V with the def2-TZVPD basis set.

Properties
Charge: +1
Energy in Ha: -6522.171871

Cartesian coordinates (Å):
1 Br -5.37 1.18 -0.93
2 S -2.52 1.83 3.77
3 F 1.98 -0.99 -5.24
4 F -0.71 1.12 -3.81
5 F 3.12 -2.76 0.47
6 F 3.84 1.07 -4.76
7 F 4.07 -1.61 -5.16
8 F 4.84 0.54 -6.61
9 F 0.94 -3.33 -1.12
10 F 1.45 0.88 -3.63
11 F 0.43 0.55 -6.25
12 F 3.16 -6.47 0.90
13 F 2.80 -8.55 -1.92
14 F -0.34 2.58 -6.13
15 F 1.41 -4.94 0.24
16 F 4.03 -6.76 -1.76
17 F 4.13 -8.37 0.44
18 F 4.17 -4.50 -0.34
19 O 1.83 2.29 -6.03
20 O 1.93 -5.13 -1.93
21 O -2.04 3.87 0.85
22 O -1.65 -1.54 4.71
23 O 1.71 3.40 -1.05
24 O -3.18 0.85 4.55
25 O -3.49 2.77 3.31
26 O 2.17 1.42 -0.37
27 O -1.33 -0.64 -1.79
28 N -0.14 4.44 2.33
29 N -0.66 1.23 0.25
30 N -2.62 0.95 1.17
31 N -2.19 -0.27 -0.77
32 N 0.60 -2.71 3.13
33 C -1.12 5.43 2.90
34 C 1.69 -6.51 -1.72
35 C 1.87 -4.29 -0.84
36 C -5.06 1.33 1.02
37 C -1.36 2.65 4.87
38 C 0.70 5.21 1.35
39 C -1.17 -0.41 2.57
40 C -6.33 0.80 1.70
41 C -1.86 0.58 0.14
42 C 0.50 1.67 -4.15
43 C -0.15 1.98 -0.89
44 C 1.32 2.36 -0.77
45 C -0.61 1.87 1.58
46 C 0.62 -1.55 4.01
47 C -3.93 0.36 1.39
48 C 3.64 0.55 -5.99
49 C 2.91 -7.34 -1.29
50 C 0.74 1.69 2.35
51 C 3.18 -0.90 -5.88
52 C -1.70 1.04 2.33
53 C 2.73 1.49 -6.79
54 C -0.71 -0.74 4.03
55 C 0.63 1.75 -5.67
56 C 3.03 -7.62 0.21
57 C 3.21 -3.59 -0.60
58 B -0.94 3.48 1.59
59 H -4.13 -0.53 0.79
60 H 0.83 -6.68 -1.08
61 H -4.83 2.35 1.31
62 H -0.63 5.94 3.73
63 H -3.09 -0.72 -0.79
64 H -1.72 -2.40 4.28
65 H -1.07 1.97 5.66
66 H 3.09 -1.36 -6.87
67 H -1.92 -1.16 2.32
68 H -0.74 2.85 -1.15
69 H -0.47 3.05 4.38
70 H 2.16 -8.17 0.58
71 H -2.02 4.93 3.25
72 H 3.38 2.20 -7.28
73 H -0.16 1.37 -1.80
74 H 1.45 -0.91 3.71
75 H -1.41 6.19 2.17
76 H 0.58 2.66 -3.70
77 H 1.71 0.58 -0.27
78 H -1.78 4.51 0.17
79 H -4.12 0.05 2.42
80 H -1.91 3.48 5.32
81 H 0.35 5.12 0.32
82 H 0.81 -1.84 5.04
83 H 3.51 -3.01 -1.47
84 H 0.71 6.27 1.58
85 H -6.33 -0.28 1.57
86 H 1.71 4.81 1.39
87 H -0.33 -0.64 1.93
88 H 1.19 0.78 1.95
89 H -0.33 -2.96 2.82
90 H -6.28 0.96 2.77
91 H 1.19 -2.56 2.32
92 H 0.59 1.51 3.40
93 H -0.51 0.13 4.65
94 H -7.23 1.18 1.24
95 H 1.40 -6.88 -2.70
96 H 1.45 2.48 2.13
97 H -1.48 0.04 -2.47
98 H 2.22 0.97 -7.61

---

A molecular structure, C25H40CoN6O6. Source: the Open Molecules 2025 dataset; level of theory: ωB97M-V with the def2-TZVPD basis set.

Properties
Charge: +1
2S+1: 5
Expectation value of S²: 6.0118
Energy in Ha: -3139.193292

Cartesian coordinates (Å):
1 Co 1.07 -0.39 0.89
2 O 0.23 -0.66 -0.90
3 O -5.01 1.40 0.45
4 O -1.83 -1.61 -0.56
5 O -1.67 -0.07 3.03
6 O -2.58 -3.10 -2.39
7 O -0.48 2.72 -0.37
8 N 2.93 -1.45 0.21
9 N -3.26 0.71 1.67
10 N -1.08 1.31 1.32
11 N 1.35 -0.17 2.90
12 N 0.46 -2.38 1.54
13 N 2.06 1.24 0.18
14 C -0.26 -0.54 -3.64
15 C -3.12 3.76 -0.01
16 C -3.80 1.43 0.60
17 C -1.01 -1.34 -2.76
18 C -1.95 0.59 2.02
19 C 3.07 0.82 -0.78
20 C -2.84 2.25 -0.23
21 C 1.15 -3.64 1.10
22 C 2.63 -3.74 1.41
23 C -0.86 -1.20 -1.32
24 C -0.29 -0.80 -5.02
25 C 1.34 -1.43 3.69
26 C 3.57 -2.67 0.78
27 C -2.37 2.66 -2.69
28 C -1.82 -2.65 -4.63
29 C 2.37 0.80 3.44
30 C 3.87 -0.46 -0.30
31 C 0.27 -2.36 3.06
32 C 3.33 1.45 2.44
33 C -3.06 1.76 -1.65
34 C 2.61 2.18 1.25
35 C -1.86 -2.33 -3.24
36 C -1.36 2.06 0.24
37 C -4.42 4.30 -0.55
38 C -0.99 -1.91 -5.47
39 H 2.95 -4.75 1.08
40 H -2.22 2.14 -3.64
41 H -4.11 1.67 -1.81
42 H 3.83 1.57 -1.00
43 H -0.71 -1.93 3.38
44 H -2.47 -2.61 -1.47
45 H 4.20 -3.16 -0.03
46 H 0.70 -4.46 1.65
47 H -1.40 3.03 -2.31
48 H -2.45 -3.47 -5.01
49 H 2.32 -1.93 3.68
50 H 3.07 0.18 4.12
51 H 3.87 2.27 3.02
52 H 2.33 -1.82 -0.59
53 H 2.57 0.56 -1.75
54 H 0.30 -3.42 3.41
55 H 4.13 0.84 2.00
56 H -4.35 4.47 -1.61
57 H 2.78 -3.83 2.48
58 H -3.19 3.93 1.08
59 H 4.54 -0.85 -1.10
60 H -0.49 -2.47 1.19
61 H 3.21 3.04 0.76
62 H 0.43 0.27 3.15
63 H 1.13 -1.18 4.75
64 H 0.97 -3.77 0.04
65 H -5.19 3.53 -0.40
66 H 0.29 0.34 -3.28
67 H -2.98 3.53 -2.90
68 H 4.57 -0.21 0.50
69 H 1.19 1.74 -0.19
70 H 4.36 -2.36 1.51
71 H 1.88 1.56 4.02
72 H -4.70 5.26 -0.07
73 H -3.93 0.22 2.28
74 H -2.64 0.73 -1.77
75 H 0.16 -0.04 -5.64
76 H -0.92 -2.13 -6.54
77 H 1.76 2.75 1.67
78 H -2.17 4.22 -0.38